A:
This record from the OMol25 dataset describes a cluster of 3 separate species, CH6O4 in total. The level of theory is the ωB97M-V functional and the def2-TZVPD basis.

The total charge is 0. The calculation puts the frontier orbital gap at 0.4061 Ha. The value obtained for the LUMO energy is 0.46 eV.

Each line ends with the natural charge from an NBO analysis.
Element x y z (Å)
O: -1.63 -1.23 0.29  -0.5997
C: -1.23 -0.13 0.56  0.6471
O: -0.64 0.05 1.72  -0.6962
H: -1.33 0.89 0.03  0.1432
H: -0.35 -0.70 2.23  0.5021
O: 1.00 1.69 0.42  -0.9520
H: 1.17 2.34 -0.31  0.4731
H: 1.33 2.17 1.26  0.4824
O: 0.72 -1.65 -2.26  -0.9082
H: 0.44 -0.99 -1.96  0.4336
H: 0.53 -2.46 -1.97  0.4745



B:
This record from the OMol25 dataset describes a cluster of 3 separate species, CH6O4 in total. The level of theory is the ωB97M-V functional and the def2-TZVPD basis.

The total charge is 0. The calculation puts the frontier orbital gap at 0.4221 Ha. The value obtained for the LUMO energy is 0.59 eV.

Each line ends with the natural charge from an NBO analysis.
Element x y z (Å)
O: -0.82 -1.99 -0.13  -0.5790
C: 0.30 -1.99 0.39  0.6458
O: 0.70 -0.92 1.25  -0.7064
H: 1.00 -2.78 0.34  0.1322
H: 0.18 -0.14 0.92  0.5011
O: -0.78 1.74 1.20  -0.9557
H: -1.05 2.37 1.86  0.4864
H: -1.29 0.96 1.18  0.4752
O: 0.84 0.74 -2.12  -0.9542
H: 0.58 1.80 -2.23  0.4859
H: 0.32 0.21 -2.65  0.4687



Computed relative energies in units of hartree: A 0.0498; B 0.0000



A:
This record from the OMol25 dataset describes an isolated molecule of C19H22N2O6S. The level of theory is the ωB97M-V functional and the def2-TZVPD basis.

The total charge is 0. The calculation puts the frontier orbital gap at 0.3143 Ha. The value obtained for the LUMO energy is 0.29 eV.

Each line ends with the natural charge from an NBO analysis.
Element x y z (Å)
C: -1.53 0.37 -5.94  -0.6340
C: -1.07 -0.98 -5.42  -0.0739
O: 0.26 -0.93 -4.90  -0.4993
C: 0.41 -0.50 -3.65  0.8027
O: -0.54 -0.18 -2.95  -0.6427
C: 1.82 -0.46 -3.22  -0.2431
C: 2.82 -0.76 -4.15  -0.1339
C: 4.15 -0.75 -3.79  -0.2502
C: 4.50 -0.44 -2.49  -0.1539
C: 3.54 -0.13 -1.55  -0.2791
C: 2.18 -0.14 -1.90  0.2965
N: 1.19 0.16 -0.98  -0.6391
C: 1.29 0.38 0.35  0.7217
O: 2.32 0.51 0.97  -0.6398
C: -0.07 0.55 1.03  -0.3065
N: -0.04 -0.11 2.31  -0.6962
C: -0.95 0.24 3.32  0.2744
C: -0.68 -0.13 4.63  -0.2792
C: -1.57 0.22 5.63  -0.1671
C: -2.71 0.95 5.36  -0.3032
C: -2.98 1.33 4.04  0.4052
O: -4.13 2.04 3.85  -0.5078
C: -4.49 2.41 2.55  -0.2540
C: -2.10 0.97 3.02  -0.4089
S: 0.59 -1.68 2.28  2.3093
C: 2.21 -1.57 3.06  -0.8653
O: 0.77 -2.00 0.89  -0.9459
O: -0.25 -2.54 3.06  -0.9265
H: -2.51 0.28 -6.38  0.2183
H: -1.57 1.09 -5.12  0.2220
H: -0.83 0.74 -6.69  0.2115
H: -1.03 -1.72 -6.22  0.1923
H: -1.75 -1.33 -4.63  0.2011
H: 2.53 -1.01 -5.16  0.2310
H: 4.91 -0.98 -4.52  0.2164
H: 5.54 -0.43 -2.20  0.2164
H: 3.81 0.11 -0.54  0.2580
H: 0.25 0.06 -1.38  0.4431
H: -0.22 1.62 1.20  0.2382
H: -0.87 0.16 0.39  0.2039
H: 0.20 -0.70 4.86  0.2110
H: -1.36 -0.07 6.65  0.2165
H: -3.40 1.24 6.13  0.2237
H: -5.43 2.94 2.64  0.2022
H: -4.63 1.54 1.90  0.1767
H: -3.74 3.09 2.10  0.1737
H: -2.32 1.24 2.00  0.2191
H: 2.09 -1.47 4.12  0.2342
H: 2.72 -0.73 2.62  0.2816
H: 2.72 -2.50 2.82  0.2488



B:
This record from the OMol25 dataset describes an isolated molecule of C19H22N2O6S. The level of theory is the ωB97M-V functional and the def2-TZVPD basis.

The total charge is 0. The calculation puts the frontier orbital gap at 0.3166 Ha. The value obtained for the LUMO energy is 0.45 eV.

Each line ends with the natural charge from an NBO analysis.
Element x y z (Å)
C: -2.16 -4.11 -1.32  -0.6044
C: -3.35 -3.34 -0.74  -0.4184
C: -2.89 -2.26 0.24  -0.2253
N: -3.98 -1.50 0.83  -0.8620
S: -4.62 -0.27 -0.12  2.3121
O: -5.86 0.09 0.50  -0.9376
O: -4.61 -0.61 -1.51  -0.9453
C: -3.40 1.00 0.17  -0.3732
C: -2.60 1.45 -0.86  -0.1493
C: -1.65 2.42 -0.62  -0.3333
C: -1.50 2.94 0.67  0.3968
O: -0.59 3.89 1.02  -0.5129
C: 0.17 4.51 0.01  -0.1680
C: 1.22 3.61 -0.65  0.6483
O: 1.63 3.83 -1.77  -0.6029
N: 1.62 2.60 0.16  -0.5995
C: 2.52 1.56 -0.09  0.1415
C: 3.26 1.48 -1.27  -0.2462
C: 4.14 0.43 -1.45  -0.2168
C: 4.31 -0.54 -0.47  0.1869
C: 3.54 -0.48 0.70  0.2958
C: 2.66 0.58 0.88  -0.2900
O: 3.61 -1.44 1.67  -0.4968
C: 4.27 -2.61 1.25  -0.0976
C: 5.55 -2.25 0.49  -0.0963
O: 5.23 -1.54 -0.68  -0.4815
C: -2.32 2.47 1.70  -0.2875
C: -3.27 1.50 1.45  -0.1429
H: -2.51 -4.87 -2.01  0.2153
H: -1.50 -3.43 -1.85  0.2047
H: -1.60 -4.59 -0.53  0.1981
H: -3.91 -2.85 -1.55  0.2313
H: -4.02 -4.03 -0.23  0.1896
H: -2.32 -2.71 1.06  0.1983
H: -2.25 -1.53 -0.27  0.2037
H: -4.71 -2.08 1.21  0.4020
H: -2.74 1.03 -1.84  0.2475
H: -1.02 2.76 -1.43  0.2361
H: 0.69 5.33 0.51  0.2243
H: -0.47 4.94 -0.77  0.2104
H: 1.17 2.57 1.08  0.4099
H: 3.14 2.23 -2.03  0.2559
H: 4.74 0.36 -2.34  0.2290
H: 2.08 0.61 1.79  0.2168
H: 4.50 -3.18 2.16  0.2020
H: 3.61 -3.20 0.60  0.1796
H: 6.08 -3.15 0.17  0.2026
H: 6.20 -1.65 1.14  0.1791
H: -2.19 2.90 2.69  0.2302
H: -3.91 1.14 2.23  0.2400



Computed relative energies in units of hartree: A 0.0000; B 0.0238



A:
This record from the OMol25 dataset describes an isolated molecule of HIS2. The level of theory is the ωB97M-V functional and the def2-TZVPD basis.

The total charge is 0. The calculation puts the frontier orbital gap at 0.2911 Ha. The value obtained for the LUMO energy is -1.27 eV.

Each line ends with the natural charge from an NBO analysis.
Element x y z (Å)
S: 0.55 0.18 -1.30  -0.1293
S: -0.39 -1.31 0.23  -0.1078
I: 0.02 -0.19 2.34  0.0939
H: -0.19 1.33 -1.27  0.1432



B:
This record from the OMol25 dataset describes a cluster of 2 separate species, HIS2 in total. The level of theory is the ωB97M-V functional and the def2-TZVPD basis.

The total charge is 0. The calculation puts the frontier orbital gap (spin up / spin down) at 0.2729 / 0.2017 Ha. The value obtained for the LUMO energy (spin up / spin down) is -2.00 / -3.64 eV.

Each line ends with the natural charge from an NBO analysis.
Element x y z (Å)
S: -0.90 0.08 -0.65  0.0686
S: -2.17 0.97 0.43  -0.0998
I: 2.62 -1.12 0.14  -0.0455
H: 0.45 0.07 0.09  0.0767



Computed relative energies in units of hartree: A 0.0000; B 0.0467